Molecular formula: C4H5AuO2
Method: DFT, ωB97M-V/def2-TZVPD

Structure (XYZ):
```
12
Properties=species:S:1:pos:R:3
H -0.56879 -0.60843 1.96869
C -1.56188 -0.95411 1.34921
C -0.67381 -1.18342 0.38413
O -0.29199 -1.86735 -0.51420
Au 0.72530 -3.05783 -1.10866
H -2.33629 -0.19827 1.20783
O -4.13373 -2.65031 -0.39980
C -3.56788 -2.61740 0.68385
C -3.15112 -3.06041 1.84058
H -3.57872 -2.44072 -1.18439
H -2.48994 -3.93359 1.86486
H -3.59764 -2.65466 2.75432
```

The HOMO energy (spin up / spin down) comes out at -29.66 / -30.00 eV. The total energy comes out at -11945.077 eV. Its spin multiplicity is 3. The value obtained for the HOMO-LUMO gap (spin up / spin down) is 9.262 / 5.773 eV. Its net charge is +4. Its expectation value of S² is 2.015.

Molecular formula: C19H19Br3FN3
Method: DFT, ωB97M-V/def2-TZVPD

Structure (XYZ):
```
45
Properties=species:S:1:pos:R:3
C 6.06576 -0.81683 -0.74283
C 4.71510 -1.41758 -0.04972
C 3.45800 -1.39799 -1.06514
C 2.44339 -0.15962 -0.78209
C 3.08303 1.24254 -0.68090
C 2.13427 2.45604 -0.40668
C 0.57990 2.25339 -0.27508
C -0.27075 3.58467 -0.04447
C -0.43012 4.39796 -1.44127
F -1.50942 3.40684 0.66016
C -0.02543 0.79674 -0.41404
N -1.45683 0.67830 -0.31234
C -1.91387 -0.66624 -0.40044
C -3.47008 -0.97462 -0.25137
C -4.36690 -1.67875 -1.29706
C -5.84210 -1.90780 -0.99803
N -6.63327 -1.62052 0.15191
C -5.77191 -0.97730 1.08786
C -4.29594 -0.60021 1.01916
C -0.93668 -1.86541 -0.59646
N 0.47961 -1.81715 -0.74991
C 0.88282 -0.43711 -0.64536
H 5.79900 0.01583 -1.48622
H 6.64782 -1.61680 -1.32977
H 6.76626 -0.42999 0.07891
H 4.93156 -2.53607 0.16268
H 4.48623 -0.91315 0.95045
H 2.92644 -2.40611 -1.09392
H 3.90327 -1.17405 -2.11299
H 4.19959 1.44815 -0.80047
H 2.58250 3.50754 -0.34093
H 0.38235 4.27238 0.62264
H 0.63906 4.52142 -1.87178
H -1.12990 3.88384 -2.18054
H -0.76783 5.47843 -1.19311
H -3.92017 -2.02237 -2.29205
H -6.44396 -2.40644 -1.85258
H -6.30497 -0.69531 2.07655
H -3.80755 -0.05015 1.88512
H -1.41334 -2.91841 -0.62137
C -1.22336 -1.58145 3.95355
Br 0.17357 -2.91644 3.76640
Br -2.19714 -1.31476 2.29324
Br -2.41566 -1.98726 5.42958
H -0.73238 -0.63819 4.19072
```

The HOMO energy comes out at -8.39 eV. The total energy comes out at -237315.960 eV. The value obtained for the HOMO-LUMO gap is 7.233 eV.

Molecular formula: C18H36GeMnN5Se
Method: DFT, ωB97M-V/def2-TZVPD

Structure (XYZ):
```
62
Properties=species:S:1:pos:R:3
Mn -0.22419 -1.37243 0.43011
N 0.41942 -0.84647 2.45514
C 1.90665 -0.89889 2.57258
C 2.53118 -0.69001 1.20484
N 1.90895 -1.57019 0.18388
C 2.31651 -2.99855 0.34708
C 1.32339 -3.82398 1.15362
N -0.04829 -3.55527 0.66003
C 2.21275 -1.08589 -1.18918
C 1.21750 -1.64491 -2.19048
N -0.16647 -1.34601 -1.72818
H 0.11010 0.11961 2.54212
H -0.00206 -1.33200 3.24235
H 2.18732 -1.86349 2.99057
H 2.27372 -0.14148 3.26492
H 3.61216 -0.84984 1.24853
H 2.35747 0.33962 0.88966
H 3.31251 -3.04973 0.79323
H 2.39978 -3.43950 -0.64609
H 1.34742 -3.57262 2.21194
H 1.58444 -4.88026 1.07611
H -0.74238 -3.95013 1.28953
H -0.19779 -4.03500 -0.22552
H 3.23583 -1.34236 -1.47870
H 2.13618 0.00325 -1.18077
H 1.31365 -2.72645 -2.28594
H 1.40568 -1.22235 -3.17763
H -0.83461 -1.95065 -2.20032
H -0.41771 -0.39840 -2.00909
N -7.46004 -1.13414 1.73051
C -6.33389 -1.17764 1.51367
C -4.92402 -1.22943 1.24094
C -4.43496 -0.73908 0.03205
C -3.07311 -0.78088 -0.22890
C -2.19677 -1.30987 0.71487
C -2.69389 -1.81084 1.91663
C -4.05410 -1.77022 2.18512
H -5.12057 -0.32746 -0.69634
H -2.72343 -0.37798 -1.17234
H -2.04199 -2.24287 2.66898
H -4.44552 -2.15519 3.11706
C 2.62504 4.83315 -1.73717
Ge 1.09740 3.63720 -1.83308
C -0.56994 4.53549 -2.26629
C 1.42829 2.13543 -3.05232
C 0.89611 2.81539 -0.02765
Se -0.52999 1.47463 0.00513
C -1.58174 2.13304 1.50486
H 2.79836 5.28934 -2.71186
H 3.53123 4.30000 -1.44935
H 2.45193 5.63323 -1.01833
H -0.51373 4.97145 -3.26338
H -0.76367 5.34417 -1.56122
H -1.41540 3.84732 -2.24348
H 1.49339 2.49121 -4.08077
H 0.61337 1.40552 -3.02697
H 2.37026 1.63388 -2.82033
H 0.61073 3.56914 0.70676
H 1.82786 2.36528 0.31670
H -1.99579 3.09701 1.22281
H -0.95980 2.24106 2.39060
H -2.39075 1.42704 1.67879
```

The HOMO energy (spin up / spin down) comes out at -14.49 / -14.72 eV. The total energy comes out at -179869.596 eV. Its spin multiplicity is 5. The value obtained for the HOMO-LUMO gap (spin up / spin down) is 7.079 / 8.359 eV. Its net charge is +2. Its expectation value of S² is 6.184.

Molecular formula: C3H5PS
Method: DFT, ωB97M-V/def2-TZVPD

Structure (XYZ):
```
10
Properties=species:S:1:pos:R:3
P -1.38976 1.06697 -0.65342
C 0.01973 0.60011 0.40775
C 1.06636 -0.02495 -0.44483
S 2.09898 -0.71551 0.96559
C 0.35004 -0.81445 0.59816
H -2.26330 0.47954 0.37490
H -1.23412 -0.11105 -1.49192
H 0.16298 1.25534 1.39966
H 1.23442 -0.00073 -1.48384
H -0.04532 -1.73526 0.32796
```

The HOMO energy comes out at -8.61 eV. The total energy comes out at -23312.452 eV. The value obtained for the HOMO-LUMO gap is 9.511 eV.

Molecular formula: C5H12O2
Method: DFT, ωB97M-V/def2-TZVPD

Structure (XYZ):
```
19
Properties=species:S:1:pos:R:3
C 2.62373 -0.50906 0.42700
C 1.64818 -0.14575 -0.64212
C 0.21394 -0.12048 0.24702
O 0.44290 0.37927 1.54851
C -0.82814 0.63004 -0.60357
C -2.25472 0.11598 -0.49739
O -2.76978 0.51396 0.76402
H 3.60683 -0.03812 0.44647
H 2.05352 -0.03691 1.27611
H 2.67923 -1.59281 0.58530
H 1.44047 -0.85789 -1.45350
H 1.84605 0.85737 -1.05406
H -0.04321 -1.18887 0.37415
H -0.59191 0.19017 1.51163
H -0.49001 0.48070 -1.63354
H -0.81428 1.71204 -0.40338
H -2.24485 -0.98276 -0.58170
H -2.87033 0.50572 -1.32302
H -3.62179 0.08038 0.89973
```

The HOMO energy comes out at -9.95 eV. The total energy comes out at -9472.349 eV. The value obtained for the HOMO-LUMO gap is 10.675 eV.

Molecular formula: C2H2ClFNO2
Method: DFT, ωB97M-V/def2-TZVPD

Structure (XYZ):
```
9
Properties=species:S:1:pos:R:3
C -1.83011 -0.68480 0.48319
C 1.04753 1.03521 -0.54099
N -0.87131 -0.65550 -0.50676
O -2.69176 -1.55649 0.31001
O -1.76427 0.05474 1.39944
F 1.43696 1.68877 -1.69281
Cl 2.11508 -0.01954 0.13128
H 0.37023 1.68894 0.08091
H -1.19560 -1.17736 -1.30070
```

The HOMO energy (spin up / spin down) comes out at -4.34 / -3.94 eV. The total energy comes out at -22929.097 eV. The value obtained for the HOMO-LUMO gap (spin up / spin down) is 7.762 / 7.410 eV. Its net charge is -1.

Molecular formula: C5H4Cl2N2O2S2
Method: DFT, ωB97M-V/def2-TZVPD

Structure (XYZ):
```
17
Properties=species:S:1:pos:R:3
C -1.62970 -0.14751 1.22511
C -2.00375 -1.89920 -0.68349
C -2.22945 -0.97424 2.09240
C -2.64529 -2.67197 0.08951
C 0.34164 0.22660 -0.21739
N -0.68395 0.71790 0.90129
N 0.37213 -1.21676 -0.49537
O -0.97777 -0.71014 -2.60360
O -0.22992 -3.08216 -2.04237
S -3.14823 -2.41789 1.72209
S -0.74066 -1.79576 -1.70153
Cl -2.30892 -0.60914 3.81276
Cl -3.26738 -4.23649 -0.50491
H -0.05395 0.53935 -1.25032
H 1.33248 0.52001 0.20384
H -1.08984 1.64862 0.74512
H 0.39178 -1.75443 0.35361
```

The HOMO energy (spin up / spin down) comes out at -8.39 / -8.50 eV. The total energy comes out at -59033.812 eV. The value obtained for the HOMO-LUMO gap (spin up / spin down) is 6.811 / 7.031 eV.

Molecular formula: C5H8Cl2O4
Method: DFT, ωB97M-V/def2-TZVPD

Structure (XYZ):
```
19
Properties=species:S:1:pos:R:3
C -0.98924 0.22541 1.47347
C -1.25498 0.47274 0.00556
C -0.69991 -0.74875 -0.73675
C 0.75679 -0.84247 0.36988
C 2.45103 0.01488 0.75446
O 0.11483 -0.63614 1.56713
O -0.63174 1.62389 -0.57209
O -0.27604 -0.54109 -2.03521
O 2.72913 -0.64825 1.87628
Cl 2.19999 1.69457 1.20910
Cl 3.63069 -0.04432 -0.58752
H -0.70036 1.19247 1.99613
H -1.94033 -0.12260 1.86327
H -2.28671 0.55129 -0.15899
H -1.14843 -1.70547 -0.79472
H 1.12844 -1.84716 0.13372
H 0.34349 1.37128 -0.70355
H -0.32981 0.40348 -2.25865
H 2.66506 0.03893 2.56872
```

The HOMO energy comes out at -9.27 eV. The total energy comes out at -38545.912 eV. The value obtained for the HOMO-LUMO gap is 9.886 eV.

Molecular formula: C31H79N5O11
Method: DFT, ωB97M-V/def2-TZVPD

Structure (XYZ):
```
126
Properties=species:S:1:pos:R:3
C -4.51330 -1.30635 3.37998
O -4.72294 -0.35112 2.38908
C -3.98025 -0.65662 1.20154
C -4.56219 0.07291 -0.02658
N -5.73195 -0.62317 -0.49522
C -6.15131 -0.05806 -1.71591
C -7.04603 -1.05780 -2.43500
O -6.33467 -1.85126 -3.33824
C -7.04161 -2.99973 -3.85702
H -4.98571 -2.30736 3.16619
H -4.98721 -0.92274 4.32601
H -3.49314 -1.41603 3.67184
H -3.95537 -1.71826 0.95164
H -2.95674 -0.39750 1.41512
H -3.85308 0.01700 -0.82631
H -4.82810 1.06800 0.26048
H -6.44661 -0.69167 0.20284
H -5.30095 0.12035 -2.40289
H -6.81169 0.87988 -1.58309
H -7.84753 -0.57607 -3.01116
H -7.46689 -1.65211 -1.57942
H -7.97579 -2.61148 -4.34663
H -7.28802 -3.70553 -3.05844
H -6.46697 -3.45377 -4.71581
C 2.03661 -4.54020 -1.96705
O 2.27862 -4.15008 -0.63518
C 2.57415 -5.26070 0.25447
C 2.57574 -4.70291 1.64386
N 1.26311 -4.31255 2.12260
C 0.39318 -5.42510 2.45811
C -1.00634 -4.95597 2.72320
O -1.50194 -4.29762 1.61548
C -1.80704 -5.17196 0.52214
H 1.20846 -5.19200 -2.08595
H 2.88685 -4.95873 -2.54972
H 1.88863 -3.56475 -2.48134
H 3.53844 -5.69141 0.03174
H 1.81790 -5.99425 0.15264
H 3.19567 -3.81380 1.75876
H 2.96837 -5.51191 2.37196
H 0.83149 -3.84765 1.30380
H 0.73432 -5.94310 3.38325
H 0.36270 -6.13182 1.61270
H -0.91070 -4.25088 3.55956
H -1.62609 -5.79441 3.04284
H -0.88529 -5.55644 0.02186
H -2.33049 -4.62381 -0.22392
H -2.45262 -5.95019 0.89586
C -5.02330 9.20757 -0.33168
O -3.86106 8.55323 -0.64122
C -3.72811 7.98542 -1.89509
C -2.94148 6.70210 -1.80245
N -3.68024 5.68149 -1.11416
C -2.87845 4.50714 -0.94162
C -3.72753 3.40881 -0.35617
O -4.39362 3.76985 0.86095
C -3.79987 3.34095 2.02217
H -5.26679 9.91484 -1.10049
H -4.97431 9.70749 0.60783
H -5.86330 8.49676 -0.31780
H -3.22711 8.67428 -2.55867
H -4.72998 7.73520 -2.23446
H -1.99297 7.04423 -1.21488
H -2.51557 6.36872 -2.77624
H -3.91793 6.01939 -0.20758
H -1.86377 4.70783 -0.43636
H -2.65775 4.06341 -1.93733
H -3.08465 2.47983 -0.29665
H -4.54589 3.23227 -1.06602
H -2.75173 3.35979 1.92048
H -4.15658 2.36629 2.35189
H -4.08115 4.08028 2.77324
C 3.26161 0.26772 2.42256
O 4.54776 -0.18722 2.18045
C 4.64607 -1.56593 2.10090
C 6.05854 -2.03898 1.91257
N 6.21421 -3.49578 1.85314
C 7.53020 -3.85715 1.52979
C 7.76192 -5.37806 1.61524
O 7.40876 -5.96775 0.36913
C 7.03644 -7.33486 0.47675
H 2.64166 0.05109 1.55388
H 3.19344 1.33248 2.63805
H 2.80078 -0.21080 3.26289
H 4.10148 -1.88542 1.19581
H 4.09956 -1.95060 2.99501
H 6.62688 -1.63143 2.77750
H 6.51748 -1.57777 1.02016
H 5.63796 -4.11970 2.31748
H 8.23503 -3.39201 2.23256
H 7.81016 -3.49976 0.50640
H 7.28757 -5.80624 2.47918
H 8.82514 -5.59147 1.84904
H 5.93464 -7.40513 0.36168
H 7.20507 -7.75583 1.49673
H 7.56250 -7.85605 -0.35249
C 6.26064 2.48725 -0.69616
O 5.29175 3.23390 0.01472
C 4.45502 4.02154 -0.87772
C 3.22325 3.20736 -1.35610
N 2.71252 3.75482 -2.52974
C 1.53447 4.58478 -2.23681
C 0.94913 5.09668 -3.53505
O 0.17547 4.07956 -4.16030
C -0.46837 4.63387 -5.32753
H 5.85477 1.80742 -1.49143
H 6.79566 1.90911 0.04244
H 6.99030 3.14499 -1.16301
H 4.97433 4.28463 -1.75783
H 4.14117 4.84065 -0.23036
H 2.51432 3.16782 -0.49639
H 3.63077 2.19003 -1.46071
H 2.40579 2.98540 -3.15282
H 1.86231 5.37520 -1.57877
H 0.79285 3.94558 -1.70699
H 1.74780 5.43188 -4.23498
H 0.34772 5.99475 -3.22046
H -0.48983 5.69129 -5.27017
H -1.49794 4.28325 -5.45803
H 0.10303 4.34313 -6.27896
C -0.43406 -1.32906 3.42838
O 0.76457 -1.81196 4.10463
H -0.81447 -0.47899 4.00688
H -0.17140 -0.96237 2.40073
H -1.22936 -2.06120 3.50355
H 1.01038 -2.56108 3.51226
```

The HOMO energy comes out at -8.28 eV. The total energy comes out at -63391.202 eV. The value obtained for the HOMO-LUMO gap is 8.772 eV.

Molecular formula: C9H10IO5V
Method: DFT, ωB97M-V/def2-TZVPD

Structure (XYZ):
```
26
Properties=species:S:1:pos:R:3
V -1.98198 -0.02888 -0.12405
O -1.22268 2.63192 0.54135
C -0.78128 1.75422 -0.16255
O -1.47528 1.21242 -1.11635
C 0.61522 1.16722 0.06735
C 1.12032 0.34382 -1.13605
C 2.62512 0.08412 -0.93505
C 2.59172 -1.01488 0.14285
C 1.07632 -1.15528 0.36975
O 0.52332 -0.92498 -0.91555
C 0.59842 0.07012 1.18005
C -0.79858 -0.13778 1.77405
O -1.17868 0.45312 2.75445
O -1.54768 -0.98958 1.13615
H 1.27512 1.99562 0.33435
H 0.83042 0.73002 -2.11615
H 3.13812 0.98292 -0.59965
H 3.08702 -0.26668 -1.85665
H 3.11302 -0.73348 1.05565
H 3.01182 -1.94878 -0.22495
H 0.74342 -2.11758 0.76045
H 1.25962 0.33072 2.00895
I -4.75598 1.07682 -0.65055
C -3.74718 -0.82948 -0.66345
H -3.84028 -1.23008 -1.67685
H -4.27938 -1.45568 0.05245
```

The HOMO energy (spin up / spin down) comes out at -8.02 / -8.94 eV. The total energy comes out at -53518.516 eV. Its spin multiplicity is 3. The value obtained for the HOMO-LUMO gap (spin up / spin down) is 7.401 / 8.488 eV. Its expectation value of S² is 2.013.

Molecular formula: C6H8O2
Method: DFT, ωB97M-V/def2-TZVPD

Structure (XYZ):
```
16
Properties=species:S:1:pos:R:3
C -1.40843 -0.74615 -0.30440
C -0.33386 1.17914 0.43432
C 1.37203 0.00475 -0.15770
C 0.78440 1.29118 -0.59793
C 0.42566 0.03952 1.01477
C -0.13392 -1.26708 0.37602
H -1.62804 -1.04621 -1.34980
H -2.42124 -0.80359 0.38061
H -0.68938 2.08100 0.83350
H 2.51079 0.03038 0.19460
H 0.37858 1.53382 -1.58053
H 1.77172 1.85689 -0.16939
H 0.71877 0.10580 2.10850
H -0.02228 -2.13783 0.99864
O -1.49707 0.69861 -0.19285
O 0.89029 -1.27716 -0.55798
```

The HOMO energy comes out at -9.14 eV. The total energy comes out at -10442.138 eV. The value obtained for the HOMO-LUMO gap is 10.010 eV.